DFT (ωB97M-V/def2-TZVPD) results for a molecular structure, C42H41BrCl5LaN4O6S5Sb in a non-equilibrium geometry.

XYZ file:
```
106
Properties=species:S:1:pos:R:3:lowdin_charge:R:1
N 2.95007 0.93895 -1.15620 -0.024
H -1.13383 -6.07433 -4.12110 0.079
H -4.87785 -4.12492 2.17302 0.098
H -4.25698 -3.34620 4.61898 0.093
C -3.00727 2.85528 4.19476 -0.607
C 3.80756 5.35287 -3.58875 -0.220
C 5.68633 6.77995 -4.13803 -0.103
C 2.23439 -1.66623 1.21736 -0.024
S -0.11713 5.67620 1.56903 0.737
C 1.91915 -0.05761 -0.69996 -0.495
H 3.82203 7.48055 -3.34591 0.110
C 4.35076 -2.94616 -0.03150 -0.042
C 2.77176 3.11886 -1.78963 -0.227
C -1.14712 -1.83826 -0.75547 -0.197
Sb -3.64350 2.37921 -3.28052 0.218
C -0.41616 -1.73326 -3.37988 0.016
C -1.85905 -5.43135 3.25485 -0.045
Cl 0.41671 2.36898 2.22706 0.699
H -2.23752 -6.35631 3.69778 0.080
H -3.76473 -5.19433 1.32453 0.073
H -2.72196 -3.88844 5.30706 0.078
C -3.51449 -4.14561 4.60259 -0.071
H -0.14314 -1.60218 -4.41664 0.110
C 0.46818 -4.01498 -4.87972 -0.070
H -1.78925 -5.36035 -2.63924 0.077
C -1.52479 -1.87670 0.69837 -0.182
O 4.24426 -1.41302 -1.82389 0.027
C -2.09432 -3.01674 1.24403 0.044
C -1.36533 -5.13120 -3.61828 -0.046
H 4.34806 -4.27485 1.64672 0.088
H -3.99056 -5.06063 4.96166 0.079
H 1.34883 -3.37218 -4.83927 0.090
H 0.56407 -5.36096 -1.70337 0.073
C -1.51887 -0.87230 2.74897 -0.094
La -1.39682 1.56179 -0.02170 1.554
H 1.82833 -4.41180 -2.47838 0.091
C -2.59046 2.89919 5.51207 -0.700
O -4.40028 0.46831 -0.68704 -0.756
H 1.27589 -5.92716 -3.21477 0.079
C -0.83503 -3.00903 -1.42750 0.039
C -0.71938 2.64903 3.51538 -0.597
C 0.95367 -5.03665 -2.66865 -0.047
Cl -0.73455 2.90845 7.51030 0.614
C 3.75625 -1.83862 -0.62298 -0.286
H -4.01917 7.13616 2.50698 0.088
C -0.70829 -0.59611 -2.63541 -0.177
H 7.43102 5.79750 -4.91999 0.091
O 0.93155 0.45440 0.02265 -0.381
C 5.84336 4.41465 -4.49428 -0.090
Br 0.14095 4.16138 -1.84807 0.714
H 1.39444 -1.14446 1.66043 0.098
C 1.96642 4.21577 -2.35494 -0.612
H 1.57840 -0.47445 -1.67490 0.133
H -1.29594 0.01670 3.33154 0.106
C 4.39388 6.61822 -3.66775 -0.048
H -0.67611 0.38258 -3.11000 0.007
C 2.82618 -2.76819 1.82364 -0.105
H 6.12193 7.77070 -4.18365 0.094
Cl -4.67762 2.94604 3.76924 0.729
H -3.35951 6.76268 4.12423 0.087
N -1.25562 -0.80297 1.45508 0.050
H -1.48063 -5.65707 2.25656 0.082
H 4.09318 3.27192 -4.01373 0.114
H 0.76150 -4.96391 -5.33521 0.079
C 6.42073 5.67496 -4.55012 -0.113
Cl -3.77277 3.04507 6.77539 0.635
C -3.63770 6.34856 3.15537 -0.066
C -1.44432 6.44255 2.27549 -1.380
H 6.39792 3.54774 -4.83173 0.099
C -2.08793 2.74824 3.11037 -0.544
C -2.05934 -1.98800 3.37309 0.009
H -2.12800 -4.60673 -4.19605 0.091
S -1.16240 8.04883 2.56493 0.637
C 4.54828 4.25341 -4.02426 -0.037
H 3.72365 3.36595 -1.30683 0.132
C 3.88087 -3.41004 1.18948 -0.119
C -2.96904 -4.37380 3.19231 -0.558
H -1.02073 -5.07711 3.85740 0.088
H -2.34344 -3.83548 0.58469 0.107
C -2.37966 -3.09517 2.60336 -0.155
C -0.30463 2.69704 4.83187 -0.707
H 2.46406 -3.12336 2.78049 0.088
H 1.74795 6.03493 -3.34236 0.102
C 2.42657 5.22866 -3.08890 -0.115
C -0.45580 -2.97489 -2.76967 -0.154
S -3.95580 0.02481 -2.24114 0.372
O -2.42830 2.70796 1.89782 -0.276
H 3.88019 -0.51503 -1.96943 0.071
Cl 1.38055 2.57592 5.20820 0.662
C -4.11281 -4.89013 2.31107 -0.051
N -1.08424 -0.65552 -1.36542 -0.044
H -0.26681 -3.54232 -5.53304 0.085
H -2.24580 -1.94935 4.43640 0.102
O -2.49926 5.72109 2.54411 -0.180
S -2.89446 3.54475 -1.28425 -0.368
H -4.36174 5.54709 3.26439 0.050
C -0.09939 -4.27528 -3.48498 -0.557
S -1.79178 2.04540 -4.65495 -0.416
C -1.24028 2.83153 5.85466 -0.731
O -3.29086 0.38712 0.24672 -0.600
H 5.17732 -3.42707 -0.53973 0.104
C 2.67745 -1.19278 -0.00719 -0.088
H 3.49740 1.27282 -0.36096 0.135
H -4.57604 -5.76158 2.78040 0.080
N 2.29033 1.95021 -1.80331 0.034
H -0.85580 -3.94781 -0.89226 0.103
```

Computed properties:
- ⟨S²⟩: 0.7560
- Net charge: -2
- Multiplicity: 2
- ΔE to the lowest compared entry with this formula, charge and spin: 14.4 kJ/mol
- E_HOMO (alpha / beta): -1.52 / -1.51 eV

---

DFT (ωB97M-V/def2-TZVPD) results for 2 unconnected molecules or ions with the total composition C7H13O3P in a non-equilibrium geometry.

XYZ file:
```
24
Properties=species:S:1:pos:R:3:lowdin_charge:R:1
H -2.10956 0.31388 -1.66657 0.077
H 1.66095 1.08825 -0.64503 0.113
H -1.84159 2.27774 0.08468 0.088
H 3.99688 0.57357 1.28718 0.107
H -3.67846 0.80412 -1.26982 0.064
C -1.56560 1.32720 0.62500 -0.043
H -1.66058 1.67449 1.70039 0.091
C 3.55064 0.35775 0.33210 -0.204
C 2.06790 0.81496 0.35309 -0.195
C -0.90174 -2.03441 0.62077 0.079
H 0.83439 -2.00951 -1.94973 0.036
H 4.12019 1.03014 -0.35071 0.132
O 1.46031 -1.42368 -1.55530 -0.236
H 1.82937 1.64725 1.11824 0.145
H -0.49996 1.19169 0.43683 0.034
P 1.97632 -1.64724 0.01034 0.796
H -3.37355 -0.85084 -1.43662 0.078
H -0.23476 -2.76863 0.88044 -0.008
C -2.40258 0.01250 0.34523 -0.408
H -3.31999 0.05520 0.84251 0.111
C -2.96148 0.06397 -1.05999 -0.076
O 3.42533 -0.99809 -0.07054 -0.295
O 1.25521 -0.36554 0.76343 -0.361
C -1.62766 -1.13479 0.60407 -0.126
```

Computed properties:
- SMILES: C#CC(C)C.OP1OCCO1
- Multiplicity: 1
- ΔE to the lowest compared entry with this formula, charge and spin: 124.7 kJ/mol
- E_HOMO: -9.22 eV

---

DFT (ωB97M-V/def2-TZVPD) results for 2 unconnected molecules or ions with the total composition C20H20ClN2O4S in a non-equilibrium geometry.

XYZ file:
```
48
Properties=species:S:1:pos:R:3:lowdin_charge:R:1
O -2.95838 1.71730 -1.47984 -0.384
H 2.65418 -2.69334 -3.22131 0.080
S -3.17430 0.56327 -0.63699 0.534
H -2.99853 1.32236 1.65210 -0.014
H 3.34394 2.49083 2.23826 0.109
C -4.96592 0.60734 -0.30661 -0.252
N 2.27240 -0.80189 0.36906 0.171
C -7.01587 -0.57327 0.16747 -0.032
C 2.06360 1.06971 5.06843 -0.088
H 6.10138 -0.29672 -2.34716 0.086
C 1.91133 -0.45293 3.18834 -0.037
C -7.02573 1.83758 -0.04377 -0.034
C 4.21301 -1.30168 -2.70192 -0.586
Cl -0.80868 0.57362 1.12166 0.550
C 1.69519 -0.17607 4.54341 -0.073
C -7.71423 0.63903 0.17197 -0.253
C 2.49498 0.51910 2.36102 -0.224
C -9.13916 0.65265 0.39948 -0.189
H 1.23932 -0.93327 5.17921 0.101
H 6.16931 -2.06630 -2.16243 0.087
C -5.64796 1.82454 -0.28516 -0.043
C 2.68704 0.26071 0.93021 -0.096
H 2.95452 3.00596 4.64919 0.099
H 3.95489 -0.23315 -4.55410 0.092
H 1.88966 1.29069 6.11962 0.097
H 4.19207 -3.45382 -2.70031 0.094
C -5.63904 -0.58981 -0.07099 -0.040
H -5.09810 -1.53481 -0.08538 0.117
H -5.12073 2.76047 -0.46570 0.115
H 3.21458 1.08103 0.40105 0.137
O 3.84216 -1.15789 -1.27744 0.023
O -2.92677 -0.76747 -1.13968 -0.379
H 2.55147 -0.14085 -3.45859 0.094
C 3.74694 -2.62632 -3.26921 -0.039
H -7.57476 2.78031 -0.03595 0.114
O 1.63511 -1.64529 -1.66648 0.093
H 1.62763 -1.41249 2.75309 0.115
C 2.66016 2.03547 4.24842 -0.091
N -10.29340 0.66396 0.59519 0.122
C -2.43235 0.78028 0.90559 -0.939
H 4.03928 0.80684 -3.11433 0.091
H 4.06707 -2.72532 -4.31685 0.091
H 6.08563 -1.34247 -3.77787 0.090
C 2.51941 -1.21844 -0.94053 -0.506
C 5.73076 -1.24816 -2.74370 -0.042
H -7.55308 -1.50655 0.33836 0.114
C 3.64830 -0.14383 -3.50306 -0.028
C 2.88167 1.75906 2.90423 -0.043
```

Computed properties:
- Net charge: -1
- Multiplicity: 1
- E_HOMO: -2.55 eV